Density functional theory data (ωB97M-V/def2-TZVPD) for a molecular structure, C36H43ClIIrN2O2PS3.

Geometry as XYZ:
```
90
Properties=species:S:1:pos:R:3:lowdin_charge:R:1
Ir 0.275 0.915 -0.567 1.2499
Cl -4.923 5.647 -1.783 0.7268
C -3.426 4.916 -1.362 -0.6209
C -2.532 5.609 -0.569 -0.1567
C -1.333 5.029 -0.186 -0.6240
I 0.049 6.026 1.031 0.9471
C -0.980 3.713 -0.550 -0.4932
O 0.063 3.137 -0.126 -0.2476
C -1.894 3.027 -1.433 -0.1844
N -1.507 1.801 -1.834 0.0289
C -2.257 1.141 -2.688 -0.1193
C -3.479 1.640 -3.152 -0.0148
C -3.922 2.863 -2.715 0.0112
C -3.114 3.618 -1.845 -0.1718
H -2.778 6.606 -0.240 0.1019
H -1.880 0.186 -3.024 0.0905
H -4.063 1.056 -3.846 0.1171
H -4.869 3.262 -3.046 0.1025
O 0.415 -0.865 -1.577 -0.3675
C 0.403 -2.098 -2.156 -0.6275
C -0.667 -2.960 -1.505 -0.4572
C -2.009 -2.732 -1.562 -0.1348
C -2.761 -3.668 -0.821 -0.1800
C -1.979 -4.588 -0.203 -0.3823
S -0.310 -4.330 -0.510 1.0537
C 1.770 -2.746 -2.032 -0.4795
C 2.897 -2.187 -1.511 -0.1234
C 3.994 -3.076 -1.520 -0.1823
C 3.686 -4.277 -2.072 -0.3894
S 2.060 -4.354 -2.606 1.0535
C 0.120 -2.012 -3.645 -0.4851
C -0.477 -2.935 -4.453 -0.1240
C -0.544 -2.509 -5.799 -0.1684
C 0.016 -1.286 -5.988 -0.3964
S 0.636 -0.619 -4.528 1.0557
H -2.446 -1.933 -2.134 0.1119
H -3.833 -3.667 -0.772 0.1067
H -2.276 -5.417 0.406 0.0674
H 2.925 -1.177 -1.144 0.0820
H 4.966 -2.837 -1.130 0.0942
H 4.312 -5.138 -2.197 0.0662
H -0.857 -3.878 -4.105 0.1192
H -0.993 -3.091 -6.583 0.1054
H 0.115 -0.735 -6.902 0.0632
C 4.393 -0.522 2.187 -0.0166
C 4.611 0.727 1.319 -0.5755
C 5.027 1.925 2.181 -0.0182
C 5.666 0.462 0.237 -0.0126
C 3.354 1.030 0.682 -0.0938
N 2.337 1.247 0.195 0.1396
H 5.330 -0.807 2.660 0.1015
H 4.045 -1.359 1.587 0.0851
H 3.664 -0.323 2.969 0.0848
H 5.968 1.698 2.676 0.1000
H 4.279 2.144 2.939 0.0904
H 5.166 2.811 1.567 0.0979
H 6.611 0.209 0.711 0.1014
H 5.813 1.346 -0.379 0.0994
H 5.371 -0.362 -0.408 0.0771
C -1.260 -2.210 2.955 -0.0779
C -0.597 -1.519 1.771 -0.5220
C 0.892 -1.850 1.717 -0.1297
P -0.843 0.328 1.639 1.1067
C -2.695 0.536 1.768 -0.4950
C -3.075 2.013 1.709 -0.0762
C -3.383 -0.228 0.641 -0.0908
C -0.137 1.059 3.217 -0.4898
C 0.343 2.492 2.992 -0.1294
C -1.058 0.991 4.434 -0.0858
H -1.162 -3.288 2.830 0.0890
H -2.321 -1.980 3.019 0.0741
H -0.769 -1.939 3.886 0.0763
H -1.046 -1.894 0.845 0.0645
H 1.395 -1.559 2.636 0.0660
H 1.360 -1.343 0.873 0.0290
H 1.032 -2.921 1.580 0.0666
H -3.009 0.126 2.734 0.1089
H -2.805 2.432 0.743 0.0585
H -2.572 2.590 2.479 0.0626
H -4.149 2.130 1.842 0.0984
H -2.977 0.079 -0.321 0.0527
H -4.452 -0.018 0.645 0.0962
H -3.247 -1.303 0.740 0.0599
H 0.749 0.441 3.410 0.0975
H -0.494 3.182 2.911 0.0546
H 0.929 2.577 2.079 0.0281
H 0.954 2.821 3.831 0.0889
H -1.869 1.709 4.358 0.0778
H -0.482 1.238 5.324 0.0950
H -1.483 0.003 4.576 0.0603
```

As for the charge: +1. The calculation puts the HOMO energy (alpha / beta) at -9.890 / -9.890 eV. As for the multiplicity: 1. The calculation puts the total energy at -4055.47436 a.u. The energy above the lowest of the compared OMol25 structures with the same formula, charge and spin comes out at 273.4 kJ/mol. Its LUMO energy (alpha / beta) is -4.64 / -4.64 eV.

Density functional theory data (ωB97M-V/def2-TZVPD) for a molecular structure, C36H43CrIN2P.

Geometry as XYZ:
```
84
Properties=species:S:1:pos:R:3:lowdin_spin:R:1
Cr -0.294 -0.113 -1.401 1.1748
C -0.442 -1.441 -3.230 -0.0283
C -1.374 -0.390 -3.392 -0.0207
C -2.340 -0.498 -2.347 -0.0405
C -2.008 -1.636 -1.552 -0.0227
C -0.829 -2.223 -2.098 -0.0236
C -0.323 -3.612 -1.867 -0.0012
C -2.944 -2.242 -0.562 -0.0018
C -3.668 0.182 -2.312 -0.0049
C -1.530 0.415 -4.642 -0.0017
C 0.561 -1.868 -4.253 -0.0030
H -0.583 -4.218 -2.738 -0.0015
H -0.789 -4.064 -0.998 0.0001
H 0.761 -3.658 -1.757 -0.0010
H -3.804 -2.648 -1.101 -0.0015
H -3.322 -1.502 0.143 -0.0006
H -2.485 -3.051 -0.002 0.0000
H -4.410 -0.488 -2.753 -0.0029
H -3.685 1.110 -2.882 -0.0001
H -4.001 0.390 -1.295 -0.0007
H -2.155 -0.157 -5.333 -0.0013
H -0.580 0.597 -5.141 -0.0002
H -2.031 1.367 -4.474 -0.0002
H 0.031 -2.389 -5.054 -0.0019
H 1.295 -2.565 -3.850 -0.0001
H 1.081 -1.023 -4.705 -0.0006
I -2.479 1.540 0.384 -0.0140
C -1.697 2.588 2.064 -0.0005
C -2.222 3.829 2.276 -0.0007
C -1.958 4.508 3.479 0.0000
C -1.251 3.880 4.461 -0.0004
C -0.702 2.592 4.257 0.0000
C -0.041 1.939 5.318 -0.0001
C 0.468 0.681 5.154 -0.0003
C 0.425 0.085 3.889 -0.0010
C -0.176 0.700 2.809 -0.0029
P 0.145 -0.198 1.204 -0.0057
C -0.589 -1.800 1.712 0.0053
C -1.750 -1.781 2.491 0.0010
C -2.328 -2.964 2.920 0.0003
C -1.758 -4.183 2.577 0.0010
C -0.619 -4.212 1.788 -0.0001
C -0.051 -3.027 1.338 0.0019
C 1.982 -0.275 1.465 -0.0014
C 2.578 0.983 1.601 -0.0007
C 3.939 1.112 1.813 0.0002
C 4.734 -0.023 1.913 -0.0006
C 4.152 -1.275 1.811 0.0000
C 2.788 -1.406 1.571 -0.0005
C -0.847 1.934 2.994 -0.0001
H -2.877 4.285 1.546 -0.0001
H -2.376 5.493 3.631 0.0000
H -1.115 4.350 5.426 0.0000
H 0.042 2.449 6.269 0.0000
H 0.942 0.157 5.972 0.0000
H 0.898 -0.879 3.767 -0.0001
H -2.198 -0.840 2.781 0.0000
H -3.222 -2.933 3.528 0.0000
H -2.204 -5.106 2.920 0.0001
H -0.170 -5.158 1.514 0.0000
H 0.815 -3.065 0.693 0.0000
H 1.959 1.875 1.582 -0.0001
H 4.370 2.099 1.920 0.0000
H 5.797 0.066 2.089 0.0000
H 4.757 -2.164 1.936 0.0000
H 2.367 -2.398 1.500 0.0000
N 1.907 -0.213 -1.631 -0.0019
C 2.860 0.803 -2.167 0.0007
C 2.614 2.190 -1.577 0.0008
C 1.837 3.121 -2.503 0.0002
C 0.538 2.527 -3.017 -0.0002
N -0.328 2.040 -1.907 -0.0002
H 2.234 -0.433 -0.691 0.0005
H 2.052 -1.061 -2.175 0.0020
H 2.773 0.829 -3.254 0.0000
H 3.873 0.479 -1.926 -0.0004
H 3.570 2.662 -1.351 0.0000
H 2.083 2.075 -0.632 0.0006
H 2.458 3.380 -3.362 0.0001
H 1.624 4.053 -1.973 0.0001
H 0.732 1.689 -3.686 -0.0001
H 0.021 3.295 -3.597 -0.0003
H -1.295 2.154 -2.198 0.0013
H -0.214 2.676 -1.120 0.0022
```

As for the charge: +2. The calculation puts the HOMO energy (alpha / beta) at -13.278 / -13.278 eV. As for the multiplicity: 2. The calculation puts the total energy at -3190.13687 a.u. The energy above the lowest of the compared OMol25 structures with the same formula, charge and spin comes out at 11.6 kJ/mol. Its LUMO energy (alpha / beta) is -6.64 / -5.91 eV.